# 1
A molecular structure, C30H34N7O6Zr at a distorted geometry, computed with ωB97M-V/def2-TZVPD.

```
! RIJCOSX wB97M-V def2-TZVPD def2/J DEFGRID3
* xyz 3 1
Zr -0.5063 0.6200 0.6225
C -0.6966 4.1134 -1.8817
C -1.8322 3.6648 -0.9873
C -2.7632 4.6999 -0.6964
C -3.9280 4.4393 -0.0697
C -4.2805 3.0902 0.2675
C -3.3003 2.1148 -0.0410
N -2.0909 2.4098 -0.5908
C -3.6734 0.6672 0.0824
C -4.9499 0.2419 -0.2140
C -5.1663 -1.0657 -0.1864
C -4.2098 -1.9747 0.3250
C -2.9644 -1.4266 0.6824
N -2.7097 -0.1052 0.5467
C -1.9522 -2.1912 1.4527
C -2.0389 -3.5779 1.6653
C -1.1404 -4.1450 2.5110
C -0.2162 -3.3493 3.1863
C -0.0682 -2.0101 2.8684
C 0.8099 -1.2428 3.8521
N -0.8753 -1.4482 1.9385
H -0.9446 5.1266 -2.3118
H -0.5351 3.4362 -2.6883
H 0.3025 4.2101 -1.3215
H -2.6195 5.7079 -1.0640
H -4.6131 5.2269 0.1068
H -5.2368 2.7935 0.6766
H -5.7485 0.9612 -0.4703
H -6.1151 -1.5182 -0.4069
H -4.4566 -2.9991 0.3497
H -2.8720 -4.1173 1.1632
H -1.2068 -5.1864 2.7771
H 0.4433 -3.7725 3.9113
H 1.2620 -1.9206 4.5284
H 0.2560 -0.4427 4.3455
H 1.6803 -0.7751 3.3480
O 2.5450 3.7993 0.2034
C 1.6311 2.9607 -0.0425
O 0.6955 2.6746 0.6947
C 1.6692 2.1897 -1.3180
C 2.4870 2.5309 -2.4253
C 2.4634 1.8082 -3.5687
C 1.5022 0.7883 -3.6760
C 0.7418 0.5052 -2.5124
N 0.8066 1.2049 -1.3859
C -0.2389 -0.6785 -2.3125
O -0.4813 -1.5062 -3.2932
O -0.8257 -0.7562 -1.2491
H 2.4257 4.2434 1.0390
H 3.1817 3.3051 -2.1949
H 3.1425 1.9849 -4.3993
H 1.3757 0.1504 -4.5695
H 0.2141 -1.3775 -3.9181
C 2.3903 -2.9318 -1.9145
N 1.7499 -2.3156 -0.8088
C 0.6830 -3.2206 -0.2913
C 2.2684 -1.3998 0.0567
N 1.4359 -0.5671 0.6891
N 3.5725 -1.2068 0.1328
C 4.1625 0.0099 0.6973
C 4.5155 -2.3619 0.0104
H 1.5748 -3.1478 -2.6360
H 2.7618 -3.9144 -1.6719
H 3.2039 -2.4376 -2.3261
H 1.1769 -4.2197 0.0164
H 0.0334 -3.4177 -1.0785
H 0.1686 -2.7162 0.4920
H 1.9568 -0.0884 1.3553
H 3.5470 0.8279 0.3377
H 5.1855 0.1332 0.3418
H 4.0737 -0.0358 1.7712
H 3.9727 -3.2512 0.0155
H 5.1671 -2.3119 0.8781
H 5.0663 -2.4171 -0.8854
O -1.6117 1.8336 2.0057
C -0.7663 1.7403 2.9135
O 0.2639 1.1063 2.6633
H -0.9318 2.2276 3.8869
*
```

Values from the calculation:
Electronic energy   -55639.550 eV
LUMO energy   -9.32 eV
Orbital gap   7.184 eV
HOMO energy   -16.5 eV

***

# 2
2 unconnected molecules or ions with the total composition C50H50N3O3 at a distorted geometry, computed with ωB97M-V/def2-TZVPD.

```
! RIJCOSX wB97M-V def2-TZVPD def2/J DEFGRID3
* xyz 1 1
C -6.4882 4.7056 3.8284
O -6.3244 3.2695 3.6993
C -5.0820 2.7232 3.7235
C -4.9724 1.3375 3.4262
C -3.7405 0.7781 3.1912
C -2.5447 1.5691 3.2283
C -1.3175 1.1280 2.6731
C -0.0578 1.6793 3.0652
C 0.9940 0.8936 3.6261
C 2.2012 1.4614 3.9655
C 2.4609 2.8256 3.6747
O 3.7153 3.2973 3.9013
C 3.9441 4.7207 3.7590
C 1.4099 3.6336 3.1868
C 0.1981 3.0577 2.8697
C -2.6803 2.8536 3.8380
C -3.9081 3.4376 4.0591
H -7.5602 4.8560 3.6855
H -6.1901 5.0552 4.8286
H -5.9239 5.2476 3.0535
H -5.9042 0.7766 3.3492
H -3.6689 -0.2842 2.9548
H -1.3211 0.2541 2.0278
H 0.8117 -0.1672 3.8111
H 2.9996 0.8878 4.4341
H 5.0121 4.8378 3.9371
H 3.6903 5.0714 2.7491
H 3.3729 5.2913 4.5054
H 1.5638 4.7037 3.0451
H -0.5817 3.6755 2.4274
H -1.7935 3.4259 4.0898
H -3.9857 4.4496 4.4603
C 6.0488 0.8254 -2.7055
C 4.7601 0.1828 -2.2906
C 4.3147 -0.9886 -2.8962
C 3.1173 -1.6108 -2.5143
C 2.7064 -2.8322 -3.2793
C 2.3818 -1.0660 -1.4464
N 1.1183 -1.6241 -1.0639
C 0.8596 -2.9602 -0.7419
C 1.8764 -3.9634 -0.5061
C 1.5434 -5.2930 -0.8438
C 2.5568 -6.2432 -0.9042
C 3.8632 -5.8982 -0.5339
C 4.1425 -4.6261 -0.0175
C 3.1526 -3.6531 0.0126
N -0.4302 -3.1721 -0.6282
N -1.0397 -1.9352 -0.8007
C -2.4332 -1.7761 -0.4723
C -2.8591 -2.1937 0.7994
C -1.9067 -2.7293 1.8114
C -4.2059 -2.0234 1.1332
C -5.1079 -1.3961 0.2705
C -6.5314 -1.1799 0.6979
C -4.6519 -0.9818 -0.9800
C -3.3341 -1.1983 -1.3834
C -2.9360 -0.8543 -2.7731
C -0.1165 -1.0193 -1.1200
C -0.3940 0.4158 -1.0911
O -0.8738 0.9359 -0.0451
C -0.0418 1.1953 -2.2661
C -0.1984 2.6608 -2.1410
C 0.5530 0.6115 -3.4320
C 0.1802 -0.6402 -3.9700
C 0.7165 -1.0945 -5.1728
C 1.7319 -0.3721 -5.8058
C 2.1484 0.8508 -5.2697
C 1.5411 1.3569 -4.1307
C 2.8531 0.0706 -0.7778
C 2.2439 0.6320 0.4677
C 3.9917 0.7214 -1.2628
H 6.2399 1.7212 -2.1087
H 6.8991 0.1455 -2.5714
H 6.0324 1.1183 -3.7612
H 4.9028 -1.4304 -3.7040
H 1.6294 -3.0197 -3.2389
H 2.9743 -2.7178 -4.3390
H 3.2273 -3.7284 -2.9101
H 0.5078 -5.5174 -1.1021
H 2.3200 -7.2495 -1.2458
H 4.6644 -6.6344 -0.6179
H 5.1386 -4.3871 0.3519
H 3.3484 -2.6575 0.4156
H -2.4741 -3.1948 2.6229
H -1.2387 -3.4822 1.3863
H -1.2951 -1.9329 2.2579
H -4.5531 -2.3678 2.1090
H -7.0963 -0.6719 -0.0895
H -7.0342 -2.1318 0.9167
H -6.5910 -0.5639 1.6054
H -5.3428 -0.4941 -1.6679
H -3.8116 -0.5461 -3.3540
H -2.2324 -0.0142 -2.7941
H -2.4960 -1.7106 -3.2950
H -0.0937 3.1721 -3.1084
H -1.1967 2.8683 -1.7284
H 0.5533 3.0691 -1.4425
H -0.5848 -1.2306 -3.4651
H 0.3469 -2.0288 -5.6035
H 2.1911 -0.7576 -6.7168
H 2.9494 1.4259 -5.7351
H 1.8343 2.3238 -3.7106
H 3.0454 0.9217 1.1658
H 1.6670 1.5491 0.2745
H 1.6001 -0.0851 0.9851
H 4.2991 1.6526 -0.7816
*
```

Values from the calculation:
Electronic energy   -63266.445 eV
LUMO energy   -4.55 eV
Orbital gap   3.714 eV
HOMO energy   -8.3 eV

***

# 3
A gas-phase ion, C4H9NO2 (charge +1) at a distorted geometry, computed with ωB97M-V/def2-TZVPD.

```
! RIJCOSX wB97M-V def2-TZVPD def2/J DEFGRID3
* xyz 1 2
O -2.7633 -1.3982 1.0463
C -2.2843 -0.2961 1.2590
N -1.5842 0.4975 0.4266
C -0.6265 -0.1110 -0.5358
C 0.7802 0.3723 -0.1867
C 1.8280 -0.1706 -1.1355
O 0.9911 0.0877 1.1607
H -2.4586 0.1839 2.2431
H -1.2856 1.3423 0.9269
H -0.7620 -1.1882 -0.4843
H -0.8745 0.1942 -1.5474
H 0.7504 1.4502 -0.3977
H 1.9815 -1.2425 -1.1916
H 1.6322 0.2599 -2.1189
H 2.7751 0.2278 -0.7830
H 1.9006 -0.2091 1.3183
*
```

Values from the calculation:
Electronic energy   -9869.277 eV
LUMO energy (spin up / spin down)   -4.42 / -9.51 eV
Orbital gap (spin up / spin down)   10.618 / 5.450 eV
HOMO energy (spin up / spin down)   -15.0 / -15.0 eV

***

# 4
C2H4N2OS2 in the gas phase at a distorted geometry, computed with ωB97M-V/def2-TZVPD.

```
! RIJCOSX wB97M-V def2-TZVPD def2/J DEFGRID3
* xyz 0 1
N 0.9689 0.3129 1.1632
C 0.8257 1.1696 0.1953
S 1.6031 2.6776 0.3118
O -0.0210 0.8099 -0.7910
N -0.8988 -0.2243 -0.4546
C -0.7679 -1.3783 -1.1596
S -1.7970 -2.6282 -1.1318
H 0.5193 -0.4584 1.3356
H 1.1811 1.0074 2.1751
H -1.8878 0.0231 -0.1601
H 0.2745 -1.3114 -1.4838
*
```

Values from the calculation:
Electronic energy   -28833.430 eV
LUMO energy   -0.11 eV
Orbital gap   8.775 eV
HOMO energy   -8.9 eV
SMILES string   NC(=S)ONC=S